# 1
7 unconnected molecules or ions with the total composition C22H28Br10O4 in a non-equilibrium geometry, computed with wB97M-V/def2-TZVPD.

Its expectation value of S² is 0.7577. The calculation puts the highest occupied orbital energy (spin up / spin down) at -11.8 / -11.8 eV. As for the net charge: +1. The spin multiplicity is 2. Its LUMO energy (spin up / spin down) is -5.812 / -9.125 eV.

Element x y z (Å)
Br -1.25 3.19 -4.25
C -1.56 2.36 -6.06
C -0.71 1.01 -6.16
Br -0.83 0.26 -8.05
H -1.01 3.11 -6.63
H -2.60 2.23 -6.35
H -1.14 0.22 -5.53
H 0.35 1.23 -6.01
Br 2.79 -4.79 -5.09
C 2.13 -3.39 -3.85
C 2.22 -3.73 -2.36
Br 4.15 -4.04 -1.77
H 1.07 -3.21 -4.05
H 2.62 -2.43 -4.02
H 1.49 -4.53 -2.21
H 1.91 -2.87 -1.76
Br 3.15 0.98 -0.98
C 4.07 -0.10 0.50
C 5.42 0.63 0.86
Br 6.44 -0.22 2.33
H 4.22 -1.11 0.11
H 3.43 -0.06 1.38
H 5.30 1.71 1.01
H 6.20 0.73 0.10
Br -4.47 4.55 3.08
C -3.82 5.34 1.37
C -4.72 5.14 0.23
Br -3.71 5.80 -1.39
H -2.86 4.84 1.22
H -3.70 6.40 1.62
H -5.63 5.74 0.28
H -4.93 4.09 -0.01
Br -4.73 0.14 4.75
C -2.77 -0.23 5.11
C -1.93 0.77 4.24
Br -0.09 0.48 4.89
H -2.51 -1.26 4.87
H -2.67 -0.01 6.18
H -2.22 1.81 4.34
H -1.92 0.43 3.20
C 0.25 -0.47 -0.25
C -0.14 0.45 0.63
C -1.18 1.53 0.38
O -1.56 2.20 1.26
C -1.60 1.61 -1.02
C -1.12 0.67 -1.88
C -0.10 -0.42 -1.67
O 0.39 -1.14 -2.49
H 1.09 -1.13 -0.09
H 0.26 0.51 1.63
H -2.20 2.47 -1.24
H -1.36 0.71 -2.93
C 1.07 -2.66 3.99
C 2.21 -2.91 3.27
C 2.33 -3.43 1.95
O 3.34 -3.44 1.24
C 0.93 -3.53 1.47
C -0.23 -3.40 2.13
C -0.28 -3.10 3.55
O -1.30 -3.11 4.18
H 1.11 -2.48 5.05
H 3.19 -2.62 3.62
H 0.85 -3.71 0.41
H -1.12 -3.81 1.67

For reference, the Mulliken charges in units of e are: -0.137, -0.558, -0.594, -0.171, 0.366, 0.425, 0.314, 0.410, -0.084, -0.765, 0.440, 0.238, 0.404, 0.470, 0.460, -0.414, -0.127, -0.299, -0.813, -0.161, 0.273, 0.297, 0.425, 0.425, -0.171, -0.565, -0.528, -0.168, 0.295, 0.395, 0.396, 0.342, -0.167, -0.494, -0.414, -0.169, 0.244, 0.441, 0.450, 0.157, 0.163, -0.045, 0.008, -0.445, -0.465, -0.821, 0.472, -0.472, 0.101, 0.484, 0.636, 0.285, -0.505, -0.507, 0.401, -0.430, -0.228, -0.251, 0.373, -0.525, 0.623, 0.491, 0.334, 0.450

# 2
2 unconnected molecules or ions with the total composition CH4NO2 in a non-equilibrium geometry, computed with wB97M-V/def2-TZVPD.

The calculation puts the highest occupied orbital energy at -15.8 eV. As for the net charge: +1. Its LUMO energy is -7.930 eV. Its relative energy (zero: lowest compared OMol25 entry of this formula, charge and spin) is 5.229 eV.

Element x y z (Å)
C 1.16 1.69 -0.08
N 1.46 0.49 -0.06
O -0.39 -1.99 0.08
O 1.53 -0.67 -0.07
H 0.17 1.96 -0.56
H 1.98 2.36 -0.07
H -0.30 -2.90 0.56
H -0.35 -2.11 -0.95

For reference, the Mulliken charges in units of e are: -0.181, 0.624, -0.678, -0.163, 0.320, 0.339, 0.365, 0.374

# 3
2 unconnected molecules or ions with the total composition CH5O in a non-equilibrium geometry, computed with wB97M-V/def2-TZVPD.

Its expectation value of S² is 0.7535. The calculation puts the highest occupied orbital energy (spin up / spin down) at -11.6 / -11.7 eV. The spin multiplicity is 2. Its LUMO energy (spin up / spin down) is 0.593 / -1.712 eV. Its relative energy (zero: lowest compared OMol25 entry of this formula, charge and spin) is 1.891 eV.

Element x y z (Å)
H 1.19 1.30 0.00
C -1.92 -1.12 0.00
H -1.84 -0.03 0.00
H -1.12 -1.18 -0.77
H -1.12 -1.18 0.77
O 2.14 1.52 0.00
H 2.66 0.68 0.00

For reference, the Mulliken charges in units of e are: 0.317, -0.816, 0.275, 0.271, 0.271, -0.644, 0.327

# 4
2 unconnected molecules or ions with the total composition C2H10N2O in a non-equilibrium geometry, computed with wB97M-V/def2-TZVPD.

Its SMILES is NCCN.O. The calculation puts the highest occupied orbital energy at -8.9 eV. Its LUMO energy is 0.731 eV. Its relative energy (zero: lowest compared OMol25 entry of this formula, charge and spin) is 0.466 eV.

Element x y z (Å)
N 0.82 -2.01 0.44
C 0.24 -0.65 0.50
C 1.02 0.32 -0.38
N 0.92 1.70 0.08
H 0.11 -2.72 0.53
H 1.56 -2.13 1.11
H 0.22 -0.29 1.54
H -0.82 -0.67 0.27
H 2.05 -0.01 -0.46
H 0.64 0.19 -1.40
H 1.78 2.19 -0.12
H 0.19 2.23 -0.39
O -2.97 0.29 -0.37
H -3.13 0.42 -1.31
H -2.63 1.14 -0.05

For reference, the Mulliken charges in units of e are: -0.599, -0.391, -0.362, -0.614, 0.222, 0.209, 0.238, 0.295, 0.395, 0.193, 0.218, 0.211, -0.649, 0.318, 0.319

# 5
A molecular structure, C4H6N3 in a non-equilibrium geometry, computed with wB97M-V/def2-TZVPD.

Its expectation value of S² is 2.0468. The calculation puts the highest occupied orbital energy (spin up / spin down) at -11.5 / -14.6 eV. As for the net charge: +1. The spin multiplicity is 3. Its LUMO energy (spin up / spin down) is -4.713 / -8.050 eV. Its relative energy (zero: lowest compared OMol25 entry of this formula, charge and spin) is 2.708 eV.

Element x y z (Å)
C -1.71 1.56 -0.02
C 2.76 0.05 -0.07
C -1.15 -1.70 0.22
C 0.42 0.41 0.13
N -0.61 1.15 0.34
N 1.68 0.54 0.34
N 0.00 -1.37 -0.05
H -2.12 1.11 -1.06
H -2.25 2.26 0.57
H 3.65 -0.19 0.60
H 2.83 -0.08 -1.15
H -2.02 -1.11 0.46
H -1.48 -2.65 -0.32

For reference, the Mulliken charges in units of e are: -0.396, -0.202, -0.214, 0.501, -0.139, -0.199, -0.145, 0.318, 0.317, 0.269, 0.290, 0.316, 0.284

# 6
A molecular structure, C31H12AuF16GeS in a non-equilibrium geometry, computed with wB97M-V/def2-TZVPD.

The calculation puts the highest occupied orbital energy at -12.1 eV. As for the net charge: +1. Its LUMO energy is -6.079 eV.

Element x y z (Å)
Au 0.24 -0.57 2.07
C 0.31 -0.71 6.14
C -0.74 -0.49 5.09
C -1.54 0.65 5.09
C -2.54 0.84 4.15
C -2.75 -0.11 3.14
C -1.97 -1.25 3.12
C -0.96 -1.44 4.09
H 1.16 -1.28 5.76
H -0.11 -1.29 6.97
H 0.67 0.23 6.56
H -1.41 1.39 5.88
H -3.16 1.72 4.19
H -3.51 0.04 2.39
H -2.19 -2.04 2.41
H -0.45 -2.40 4.14
F 5.99 1.19 2.16
C 4.74 0.74 2.09
C 4.06 0.51 3.27
C 2.74 0.07 3.21
C 2.18 -0.14 1.97
C 2.86 0.08 0.78
C 4.18 0.52 0.85
H 4.55 0.68 4.22
H 2.20 -0.11 4.13
H 2.41 -0.10 -0.17
H 4.76 0.70 -0.05
F 1.03 2.84 -1.61
C -0.18 3.05 -2.12
C -1.07 1.98 -2.26
C -2.33 2.26 -2.77
F -3.24 1.30 -2.90
C -2.68 3.54 -3.16
F -3.89 3.79 -3.65
C -1.77 4.57 -3.02
F -2.11 5.79 -3.39
C -0.51 4.33 -2.50
F 0.35 5.33 -2.37
Ge -0.51 0.23 -1.65
S -0.55 0.85 0.50
C 1.15 -0.38 -2.43
C 1.81 0.23 -3.48
F 1.38 1.38 -4.00
C 2.94 -0.34 -4.05
F 3.57 0.26 -5.05
C 3.41 -1.55 -3.57
F 4.48 -2.10 -4.11
C 2.75 -2.20 -2.54
F 3.19 -3.36 -2.09
C 1.63 -1.60 -2.00
F 0.99 -2.24 -1.00
C -1.79 -1.16 -2.07
C -2.55 -1.89 -1.17
F -2.43 -1.70 0.15
C -3.45 -2.85 -1.59
F -4.16 -3.53 -0.70
C -3.60 -3.09 -2.94
F -4.46 -4.01 -3.35
C -2.86 -2.38 -3.87
F -3.01 -2.62 -5.16
C -1.97 -1.43 -3.42
F -1.29 -0.72 -4.33

For reference, the Mulliken charges in units of e are: 0.400, -1.650, 1.076, -0.502, -0.583, -0.204, -0.893, -0.818, 0.405, 0.399, 0.423, 0.438, 0.435, 0.460, 0.700, 0.535, -0.300, 0.104, -0.726, -0.102, 0.223, 0.260, -0.868, 0.471, 0.218, 0.714, 0.519, -0.270, 0.693, -0.513, 0.148, -0.285, 0.071, -0.274, 0.628, -0.277, -0.002, -0.275, 0.565, -0.500, 0.268, 0.160, -0.280, 0.179, -0.290, 0.659, -0.282, 0.165, -0.297, 0.304, -0.392, 0.055, -0.417, 0.150, -0.124, -0.291, 0.710, -0.281, 0.202, -0.276, 0.608, -0.375

| no. | E (Eh) |
| --- | --- |
| 1 | -26895.6905 |
| 2 | -245.2894 |
| 3 | -116.1830 |
| 4 | -266.9271 |
| 5 | -319.7542 |
| 6 | -5396.8097 |